1.
# C2H2Cl3O2S

2 unconnected molecules or ions with the total composition C2H2Cl3O2S at a distorted geometry (ωB97M-V with the def2-TZVPD basis set, OMol25).

Geometry as ORCA input:
```
! RIJCOSX wB97M-V def2-TZVPD def2/J DEFGRID3
* xyz -1 1
C -0.637 -0.659 0.853
C 0.436 -1.195 1.413
O -0.395 0.034 -2.074
O 0.165 2.221 -2.915
S 0.470 1.196 -1.987
Cl -0.375 2.095 0.003
Cl 1.860 -1.869 0.643
Cl 0.733 -0.920 3.074
H -0.784 -0.792 -0.205
H -1.474 -0.111 1.194
*
```

Frontier orbital gap   8.11 eV
LUMO   3.13 eV

2.
# C2H2Cl3OP

A single C2H2Cl3OP molecule at a distorted geometry (ωB97M-V with the def2-TZVPD basis set, OMol25).

Geometry as ORCA input:
```
! RIJCOSX wB97M-V def2-TZVPD def2/J DEFGRID3
* xyz 0 1
C -0.429 -0.612 0.470
C -1.482 0.366 -0.279
O 1.355 -0.220 -1.744
P 1.194 -0.234 -0.270
Cl -2.883 0.676 0.483
Cl 1.549 1.601 0.499
Cl 2.553 -1.476 0.630
H -0.463 -0.924 1.540
H -1.394 0.825 -1.327
*
```

SMILES   O=P(Cl)(Cl)/C=C/Cl
Frontier orbital gap (alpha / beta)   8.56 / 8.56 eV
LUMO (alpha / beta)   -1.14 / -1.14 eV

3.
# C2H2Cl4Si

A molecular structure, C2H2Cl4Si at a distorted geometry (ωB97M-V with the def2-TZVPD basis set, OMol25).

Geometry as ORCA input:
```
! RIJCOSX wB97M-V def2-TZVPD def2/J DEFGRID3
* xyz 0 3
C -0.058 0.498 0.305
C 0.025 -0.715 -0.130
Si 0.705 2.214 -1.113
Cl -0.535 -1.992 0.855
Cl -0.697 3.607 -1.571
Cl 2.355 3.113 -0.523
Cl 1.051 1.198 -2.786
H -0.676 0.636 1.128
H 0.205 -1.048 -1.158
*
```

Frontier orbital gap (alpha / beta)   5.87 / 7.86 eV
LUMO (alpha / beta)   0.15 / -2.69 eV

Table of ΔE to the lowest compared entry with this formula, charge and spin (kcal per mole), in record order: 0.78, 41.01, 55.59